{
  "formula": "C20H39BrCdNO4PS3",
  "method": "ωB97M-V/def2-TZVPD",
  "total_charge": -2,
  "total_energy_ev": -147458.5388,
  "homo_ev": -2.15,
  "relative_energy_kj_mol": 20.20,
  "orbital_gap_ev": 5.98,
  "spin_multiplicity": 1,
  "e_lumo_ev": 3.828,
  "symbols": ["H", "C", "H", "H", "S", "H", "H", "S", "H", "H", "H", "H", "H", "N", "H", "H", "Cd", "H", "C", "H", "C", "O", "C", "H", "H", "H", "C", "H", "C", "O", "C", "C", "C", "S", "H", "C", "C", "H", "H", "H", "C", "H", "C", "H", "P", "H", "C", "H", "O", "H", "Br", "H", "H", "C", "H", "C", "C", "O", "C", "H", "H", "H", "C", "H", "C", "H", "H", "H", "H", "H"],
  "positions_angstrom": [[2.873, -0.680, -0.573], [-4.447, 1.634, 0.169], [1.663, -0.102, -5.951], [1.656, -2.067, 1.639], [0.010, -2.481, -2.547], [-0.007, 3.572, -0.030], [-3.254, -1.495, -4.127], [-1.571, 0.190, -4.223], [2.025, 3.131, 2.456], [-1.040, -0.364, -6.497], [1.073, -0.730, -4.401], [3.385, 1.166, 2.746], [2.062, 0.882, -0.712], [-0.612, -0.451, 1.273], [0.697, 3.226, 3.616], [2.268, -2.889, -4.321], [-2.592, -0.676, 0.553], [1.389, 0.462, 5.745], [-0.489, 0.074, -5.661], [-1.638, 3.529, 1.333], [-3.987, 1.233, -1.314], [-5.039, 2.690, 0.325], [2.028, -0.083, -0.207], [-0.762, 1.936, 4.489], [4.224, 0.538, 1.327], [-1.599, 2.895, 2.971], [0.369, -3.775, -3.758], [-0.561, -4.050, -4.258], [0.163, -1.346, 4.107], [-3.158, 0.249, -1.411], [0.950, 3.279, 2.558], [2.489, -1.381, 1.802], [-0.876, 0.854, 4.427], [0.829, -2.340, -6.155], [-2.057, 1.860, 1.633], [-1.378, 2.653, 1.933], [2.131, 0.040, 1.324], [-2.253, -3.215, -2.730], [-0.496, -1.767, 3.345], [-0.300, -1.487, 5.091], [0.379, 0.162, 3.866], [3.185, 1.950, 1.177], [1.418, -3.382, -4.798], [1.098, -1.905, 4.101], [0.389, 0.459, 1.984], [0.727, 4.303, 2.230], [-1.766, -2.240, -2.800], [2.779, -1.420, 2.850], [-4.441, 1.872, -2.252], [1.461, 2.596, -0.002], [-3.413, -3.158, 0.571], [3.342, -1.735, 1.211], [1.804, -4.278, -5.293], [-2.165, -1.524, -4.082], [-1.764, 0.636, 3.832], [0.854, -0.648, -5.465], [1.586, 0.642, 4.679], [-4.153, 0.790, 1.101], [3.282, 0.986, 1.675], [-1.052, 0.484, 5.444], [1.102, -0.586, -0.486], [1.779, 1.709, 4.562], [0.113, 2.312, 1.715], [0.723, -4.654, -3.213], [0.394, 2.587, 0.224], [-0.096, 1.854, -0.419], [-2.135, -1.684, -1.948], [-1.797, -2.065, -4.956], [-0.299, 1.118, -5.923], [2.501, 0.107, 4.430]],
  "forces_ev_per_angstrom": [[-0.02, 0.06, 0.00], [0.29, -0.51, -0.14], [0.00, 0.00, -0.06], [-0.04, 0.06, -0.01], [-0.13, 0.16, 0.10], [0.03, 0.00, 0.01], [-0.01, 0.05, 0.04], [-0.08, 0.02, 0.23], [-0.01, -0.02, -0.01], [0.04, 0.01, -0.06], [0.02, 0.02, -0.02], [-0.02, -0.02, 0.01], [0.01, -0.10, 0.01], [-0.07, 0.13, 0.06], [-0.03, -0.01, 0.02], [0.01, -0.02, 0.01], [0.16, 0.11, 0.08], [0.01, 0.00, -0.04], [0.17, -0.05, -0.10], [0.02, 0.02, 0.03], [0.06, -0.11, 0.35], [-0.15, 0.22, 0.10], [0.05, 0.06, -0.06], [0.02, -0.03, 0.02], [-0.02, 0.02, 0.00], [0.00, 0.01, -0.06], [0.03, -0.09, -0.13], [0.01, -0.03, 0.00], [0.04, 0.05, -0.02], [-0.05, 0.09, 0.05], [-0.03, 0.15, -0.05], [-0.02, 0.06, 0.02], [0.01, 0.00, 0.05], [0.03, 0.04, -0.05], [0.01, -0.10, -0.06], [0.05, 0.07, 0.07], [0.07, -0.13, -0.03], [0.00, -0.03, -0.07], [-0.01, 0.06, -0.01], [0.07, -0.01, -0.03], [-0.05, 0.01, 0.16], [-0.02, 0.01, -0.02], [-0.02, 0.01, 0.09], [0.05, -0.02, -0.05], [-0.40, -0.43, -0.36], [0.02, -0.02, 0.01], [0.05, -0.06, -0.10], [-0.01, 0.04, 0.12], [-0.06, 0.05, -0.19], [-0.02, 0.03, 0.03], [-0.06, -0.21, 0.00], [-0.01, 0.01, 0.07], [-0.01, 0.00, 0.00], [0.06, -0.07, -0.03], [0.04, -0.03, -0.02], [-0.18, -0.05, 0.08], [-0.05, -0.02, 0.11], [0.00, 0.25, -0.14], [0.11, -0.07, -0.05], [0.02, 0.03, -0.02], [0.01, -0.01, 0.05], [-0.01, -0.02, -0.02], [-0.06, 0.20, -0.12], [0.02, -0.02, -0.03], [0.02, 0.06, 0.06], [-0.03, -0.01, 0.05], [0.09, 0.19, 0.12], [-0.06, -0.02, -0.04], [0.01, -0.01, 0.01], [0.04, -0.09, -0.06]]
}

---

{
  "formula": "C20H39Cl15FN2O6P",
  "method": "ωB97M-V/def2-TZVPD",
  "total_energy_ev": -236486.3303,
  "smiles": "O=C(F)NC(=O)NC[C@@H](Cl)OCCP(=O)(O)O.ClCCCl.ClCCCl.ClCCCl.ClCCCl.ClCCCl.ClCCCl.ClCCCl",
  "homo_ev": -10.32,
  "orbital_gap_ev": 10.62,
  "spin_multiplicity": 1,
  "e_lumo_ev": 0.302,
  "symbols": ["H", "C", "C", "H", "Cl", "H", "H", "H", "H", "C", "H", "N", "O", "H", "H", "H", "H", "O", "H", "C", "H", "H", "Cl", "H", "Cl", "H", "H", "H", "Cl", "H", "Cl", "Cl", "H", "H", "H", "Cl", "C", "Cl", "C", "Cl", "H", "C", "C", "P", "O", "C", "H", "H", "Cl", "C", "H", "H", "H", "H", "H", "H", "C", "C", "H", "O", "C", "F", "Cl", "Cl", "C", "C", "H", "Cl", "H", "Cl", "H", "H", "O", "C", "C", "O", "C", "H", "H", "N", "C", "Cl", "C", "H"],
  "positions_angstrom": [[3.888, 3.006, 1.713], [1.649, 2.161, 1.768], [-2.396, -4.060, -2.561], [-0.250, 2.813, 2.528], [-9.432, -0.430, -0.286], [6.814, 1.276, 4.316], [6.794, -3.111, -2.822], [6.491, -1.309, -4.575], [0.251, 3.946, -0.357], [-5.599, 0.263, -0.775], [-3.566, -5.658, -3.361], [5.159, 3.628, -0.582], [0.049, 1.158, -0.681], [-3.121, -3.362, 4.755], [8.201, -0.099, 5.909], [-9.275, -1.769, 3.149], [-3.107, -4.436, -4.558], [7.137, 2.837, 0.223], [-10.576, -0.256, 1.757], [-8.894, -1.503, 2.165], [-3.067, 0.113, -7.312], [-6.538, 0.480, -1.280], [10.331, 0.482, 5.097], [-1.482, -4.646, -2.640], [-4.914, 1.498, -6.896], [3.256, 4.363, -0.938], [-2.406, -0.496, -5.063], [-2.357, 0.927, 0.489], [-1.586, -0.932, 2.455], [-5.562, -1.731, -1.552], [-8.067, -2.942, 1.510], [4.779, -0.104, -3.502], [-4.159, -0.706, -5.185], [3.332, 2.627, -0.769], [-2.603, 1.598, -6.464], [7.894, 2.767, 5.770], [7.859, 1.502, 4.511], [-3.565, 1.099, -3.796], [8.569, 0.248, 4.948], [-5.011, -3.810, -3.330], [8.413, -0.532, 4.204], [5.228, 0.681, 1.098], [-1.767, -2.437, 3.393], [-0.610, 2.100, 0.236], [4.648, -0.339, 1.284], [6.324, -2.155, -2.598], [-0.100, 1.085, 2.297], [5.827, 0.750, -0.784], [-1.975, -2.367, -2.900], [-2.969, -2.385, 4.299], [-0.847, -2.590, 3.951], [5.044, -2.294, -4.300], [2.052, 1.386, 1.114], [-8.149, -0.718, 2.270], [-10.706, -1.881, 1.060], [5.554, 4.536, -0.366], [0.150, 2.051, 1.863], [-10.026, -1.061, 1.274], [2.098, 2.054, 2.758], [-0.646, 3.622, -0.198], [-3.420, -4.593, -3.530], [5.796, 1.351, 2.109], [-5.643, 1.107, 0.801], [-3.857, -1.659, 0.061], [-5.460, -1.224, -0.595], [5.990, 2.658, -0.096], [-4.777, 0.680, -1.353], [7.589, -1.094, -1.920], [-3.863, -2.105, 3.746], [3.712, 5.320, 1.681], [5.569, -2.301, -1.830], [8.304, 1.919, 3.611], [-2.171, 1.878, 0.442], [-3.352, 0.023, -5.201], [3.718, 3.560, -0.369], [1.953, 3.455, 1.229], [5.724, -1.573, -3.852], [-2.760, -4.103, -1.537], [-6.209, -1.596, 0.096], [5.355, 1.348, -0.110], [3.311, 3.684, 1.084], [-2.758, -1.212, 5.625], [-3.326, 0.788, -6.498], [-1.888, -3.245, 2.673]],
  "forces_ev_per_angstrom": [[0.04, -0.04, 0.07], [0.06, -0.04, 0.03], [-0.02, 0.00, 0.07], [-0.09, 0.13, -0.06], [0.00, 0.00, -0.02], [-0.01, -0.01, 0.03], [0.03, 0.02, -0.02], [0.02, 0.02, 0.01], [-0.03, 0.05, 0.10], [0.05, 0.04, -0.07], [-0.02, 0.00, 0.02], [-0.05, 0.19, 0.77], [0.08, 0.09, 0.05], [0.02, 0.00, 0.01], [0.02, 0.02, 0.02], [-0.03, -0.03, -0.02], [-0.01, 0.02, -0.01], [-0.15, -0.07, -0.16], [0.02, 0.02, -0.01], [0.06, 0.10, 0.02], [-0.01, -0.01, 0.00], [-0.02, 0.00, 0.02], [0.00, 0.00, 0.01], [0.00, 0.00, -0.03], [0.00, 0.01, 0.00], [-0.04, 0.11, -0.01], [0.01, 0.02, -0.01], [-0.26, 0.07, -0.08], [0.12, -0.04, 0.11], [0.05, 0.04, 0.00], [0.01, -0.08, 0.06], [-0.03, 0.06, 0.00], [-0.02, 0.01, 0.02], [0.00, -0.15, 0.07], [-0.02, 0.02, 0.01], [0.01, 0.01, 0.00], [-0.01, 0.03, -0.02], [0.01, 0.02, 0.00], [-0.02, -0.05, -0.01], [-0.01, -0.01, -0.04], [0.01, 0.01, -0.02], [-0.45, -0.46, -0.48], [-0.05, -0.10, -0.05], [-0.01, -0.35, -0.26], [0.40, 0.14, -0.01], [-0.03, -0.09, 0.01], [0.05, -0.07, 0.04], [-0.41, -0.14, -0.30], [0.08, 0.04, -0.03], [-0.05, -0.03, 0.01], [0.00, 0.05, 0.02], [-0.02, 0.00, 0.02], [-0.01, -0.08, -0.06], [0.03, 0.00, -0.02], [0.01, -0.01, -0.03], [0.00, 0.07, -0.27], [-0.04, -0.05, 0.17], [-0.04, 0.01, 0.03], [0.11, 0.12, 0.06], [-0.05, 0.28, -0.15], [0.04, -0.06, -0.02], [-0.17, 0.25, 0.38], [-0.01, 0.01, 0.03], [0.00, -0.03, 0.06], [-0.12, 0.05, -0.09], [0.25, 0.01, -0.24], [-0.04, -0.02, 0.08], [-0.03, 0.06, 0.10], [0.00, 0.03, -0.01], [0.02, 0.17, 0.07], [0.00, 0.03, 0.02], [0.01, 0.02, 0.01], [0.12, -0.13, 0.14], [0.00, -0.07, 0.00], [0.11, 0.03, -0.53], [-0.04, 0.10, -0.02], [-0.01, -0.03, -0.03], [-0.03, 0.03, 0.00], [0.00, -0.09, 0.01], [0.64, -0.08, 0.46], [0.00, -0.19, 0.03], [-0.01, 0.00, 0.00], [0.03, 0.00, -0.03], [-0.03, 0.01, -0.02]]
}

---

{
  "formula": "C20H39INOSSbSnTe4",
  "method": "ωB97M-V/def2-TZVPD",
  "total_charge": 2,
  "total_energy_ev": -85374.1318,
  "homo_ev": [-12.79, -12.78],
  "relative_energy_kj_mol": 5.44,
  "orbital_gap_ev": [5.05, 5.42],
  "spin_multiplicity": 1,
  "e_lumo_ev": [-7.738, -7.366],
  "symbols": ["Te", "H", "H", "H", "H", "H", "H", "H", "C", "Te", "C", "H", "C", "C", "H", "I", "H", "H", "H", "C", "H", "H", "C", "C", "H", "H", "H", "H", "H", "H", "H", "C", "H", "N", "C", "H", "H", "C", "C", "H", "Sb", "C", "Te", "H", "H", "H", "H", "H", "H", "C", "C", "H", "C", "C", "H", "S", "O", "Sn", "C", "H", "Te", "C", "H", "H", "C", "H", "C", "H", "H"],
  "positions_angstrom": [[-2.658, 0.203, -0.416], [2.776, -2.585, -3.628], [-0.469, -0.359, 1.910], [1.648, 2.765, 5.014], [4.940, -1.144, 1.565], [1.850, 2.027, -2.260], [1.307, 1.058, 4.724], [0.579, -4.131, 3.653], [5.260, 0.173, -0.142], [-4.283, -0.472, -2.310], [1.854, 2.160, 2.936], [-0.066, 6.782, 0.951], [-0.051, -1.354, 1.844], [4.966, 1.496, 0.552], [-0.311, 5.817, -0.501], [-0.795, -1.516, 4.750], [4.942, 1.719, -4.407], [6.030, 0.320, -0.903], [6.576, -0.507, 1.420], [0.432, 2.536, 2.547], [-0.298, 1.822, 2.939], [5.518, -1.950, -2.391], [-0.077, 5.765, 0.564], [4.986, 1.120, -3.494], [2.067, 5.684, 0.345], [5.589, 1.677, -2.774], [2.971, 1.643, 4.716], [4.033, -1.568, -4.341], [4.922, -4.304, -1.952], [1.465, -4.817, 1.426], [2.996, 0.345, -3.724], [1.270, 5.091, 0.798], [3.415, 2.751, -1.875], [0.425, -1.730, 0.655], [-0.015, -2.187, 2.949], [1.331, -3.210, -0.463], [3.319, -3.846, -1.407], [1.949, 1.891, 4.435], [5.726, -0.887, 0.849], [4.732, -3.396, -0.454], [3.568, -0.523, -1.298], [4.464, -2.224, -2.295], [-1.582, -3.618, -1.522], [6.054, -1.802, 0.357], [1.210, 3.725, -0.892], [4.172, 1.378, 1.294], [0.137, 3.522, 2.916], [1.502, 5.048, 1.864], [2.331, 3.209, 0.382], [0.956, -2.951, 0.520], [2.871, 2.178, -2.629], [5.516, 0.197, -3.734], [3.580, 0.868, -2.961], [1.029, -3.839, 1.572], [2.799, 2.805, -3.520], [0.104, 2.569, 0.781], [0.613, 1.180, 0.314], [0.370, -0.364, -1.192], [1.374, 3.695, 0.188], [2.158, 1.273, 2.373], [-3.463, -2.957, -3.151], [4.355, -3.504, -1.471], [-0.897, 5.239, 1.059], [4.676, 2.282, -0.148], [3.858, -2.417, -3.681], [4.293, -3.297, -4.159], [0.536, -3.454, 2.811], [5.856, 1.843, 1.082], [2.537, 2.967, 2.663]],
  "forces_ev_per_angstrom": [[-0.21, -0.01, 0.00], [0.02, 0.00, 0.01], [0.02, -0.02, -0.02], [0.00, 0.00, 0.00], [0.00, 0.00, 0.00], [0.03, -0.05, -0.02], [0.00, 0.00, 0.00], [0.00, 0.00, 0.00], [-0.03, 0.00, 0.01], [0.10, 0.12, 0.09], [0.00, 0.01, 0.01], [0.00, 0.00, 0.00], [0.00, 0.01, -0.05], [-0.02, -0.01, 0.02], [0.00, 0.00, 0.00], [0.00, -0.01, 0.00], [0.00, 0.00, 0.00], [0.01, 0.00, 0.01], [0.00, 0.00, 0.00], [0.01, -0.03, 0.00], [0.00, 0.00, 0.01], [0.00, 0.01, 0.00], [0.00, 0.00, 0.00], [0.01, 0.00, 0.01], [0.00, 0.00, -0.01], [0.00, -0.01, 0.00], [0.00, 0.00, 0.00], [0.01, 0.00, 0.00], [0.00, 0.00, 0.01], [0.01, 0.00, 0.00], [0.00, 0.00, 0.00], [-0.01, 0.00, 0.02], [0.00, -0.02, -0.01], [0.15, 0.12, 0.11], [-0.02, -0.03, 0.01], [0.06, 0.00, 0.01], [-0.05, 0.00, -0.03], [-0.01, 0.01, 0.01], [-0.01, 0.00, -0.01], [0.02, 0.01, 0.01], [0.06, 0.05, -0.11], [-0.04, -0.04, 0.00], [-0.21, 0.12, -0.20], [-0.01, -0.01, -0.01], [0.00, 0.03, 0.04], [0.01, 0.02, -0.03], [-0.01, 0.01, -0.01], [0.00, 0.00, 0.00], [0.00, -0.01, 0.01], [0.11, 0.01, 0.05], [-0.01, 0.00, -0.03], [0.00, 0.00, 0.00], [0.02, -0.01, 0.02], [0.00, -0.01, -0.02], [0.01, 0.00, -0.01], [-0.08, 0.06, -0.05], [0.13, -0.13, -0.05], [-0.04, -0.10, 0.12], [-0.02, 0.03, 0.01], [-0.02, 0.00, 0.02], [0.06, -0.15, 0.00], [-0.01, 0.01, 0.03], [0.00, 0.00, 0.00], [0.00, 0.00, 0.00], [-0.04, 0.01, -0.01], [0.01, 0.00, 0.01], [-0.03, 0.02, 0.02], [0.00, 0.00, 0.00], [0.00, -0.01, -0.01]]
}